[1]
# C2H20N4O8

A cluster of 8 separate species, C2H20N4O8 in total (ωB97M-V/def2-TZVPD, the OMol25 dataset).

```
34
Properties=species:S:1:pos:R:3:forces:R:3
O 2.442 6.067 14.672 -0.4 -0.9 -0.1
O 5.399 8.269 11.818 -0.7 0.5 0.2
N 3.027 4.517 13.101 -2.1 -3.6 -1.7
O 5.403 8.351 15.483 0.1 0.3 -0.4
N 4.383 6.108 13.522 1.6 0.8 -0.4
H 5.977 7.748 11.260 0.6 -0.5 -0.5
H 0.851 2.606 12.745 -0.3 0.1 -0.1
H 2.632 7.845 12.232 0.2 -0.2 0.2
H 2.008 1.970 12.005 0.2 0.0 -0.3
C 3.210 5.582 13.816 0.7 3.1 2.2
H 3.568 6.174 16.338 -0.4 0.2 -0.6
H 4.844 5.660 12.743 0.8 0.6 0.1
H 3.467 8.964 11.646 0.5 -0.2 0.0
H 5.171 8.754 16.320 -0.2 0.0 0.2
H 6.003 7.643 15.717 0.2 -0.3 0.2
H -0.729 2.743 17.315 0.0 -0.6 0.8
H 3.771 4.206 12.493 -0.2 -0.2 0.1
H 3.647 5.234 17.522 -0.3 -0.4 0.1
H 0.358 2.451 18.702 -1.0 -0.3 0.1
O 6.315 4.864 11.445 -1.4 -0.9 -0.1
H 6.861 4.351 12.040 0.5 -0.3 0.4
H 2.308 3.860 13.367 0.4 0.1 -0.2
C 1.094 3.469 17.305 1.3 1.4 0.9
H -0.293 4.111 16.102 0.7 0.7 -1.1
O 1.549 1.959 12.845 -0.1 -0.2 0.3
H 1.496 4.335 15.626 -0.8 1.1 -0.8
H 4.791 6.941 13.921 -0.5 0.0 -0.1
H 6.810 5.670 11.299 0.7 1.1 -0.2
O 3.988 6.065 17.191 0.6 0.3 0.5
O 2.564 8.655 11.727 -0.8 0.3 -0.2
H 5.990 8.829 12.320 0.4 0.2 0.3
O 2.188 3.506 17.849 0.7 -0.3 -0.5
N 0.711 4.021 16.178 1.0 0.3 -1.8
N 0.031 3.009 17.926 -2.0 -1.9 2.5
```
Forces are in eV/Å.

Calculated values
F_max, eV/Å: 4.5
Spin multiplicity: 2
Charge: -1
Total energy, Eh: -909.187353
<S²>: 0.7503

---

[2]
# C2H20NO12

A cluster of 10 separate species, C2H20NO12 in total (ωB97M-V/def2-TZVPD, the OMol25 dataset).

```
35
Properties=species:S:1:pos:R:3:forces:R:3
H -0.507 -2.350 -2.146 0.2 -0.2 -0.4
H -2.634 2.044 1.479 -0.1 0.7 -0.1
H -0.640 -1.079 2.754 0.3 0.1 0.4
H 2.967 -1.768 1.152 0.4 -0.2 -0.1
H 0.671 -2.093 1.360 -0.4 -0.1 0.3
O 2.466 -1.191 -1.815 -0.6 -0.5 -0.2
O -1.628 -2.152 -0.741 -0.5 0.1 0.1
H 1.717 -1.682 -2.256 0.5 0.1 0.4
H 2.222 -0.281 -2.020 0.0 0.4 -0.1
O -2.510 3.133 -0.529 -1.4 -0.5 -0.1
H -0.732 -2.379 0.807 0.1 -0.1 0.6
O -0.679 -0.255 3.299 -1.2 0.0 -0.6
O -2.489 1.117 1.640 0.2 -0.9 -0.5
O 0.223 0.500 -2.406 -0.2 0.2 0.1
H 0.820 0.523 2.906 0.1 0.0 -0.3
N 0.459 1.694 -0.469 0.2 0.4 0.0
H -2.132 0.807 0.768 -0.1 0.2 0.5
H -0.051 -1.165 -2.958 0.1 -0.3 -0.1
O -1.435 0.532 -0.895 0.0 -0.2 0.1
O -0.228 -2.372 1.655 0.2 -0.1 -0.8
C 1.659 2.311 -0.764 -0.2 -0.5 -0.4
H 2.114 2.780 0.116 -0.1 0.0 0.2
H -2.563 2.208 -0.850 0.3 0.6 0.2
H -1.401 0.229 2.814 0.7 -0.1 0.7
O 2.186 -1.328 0.827 -0.3 0.1 -0.8
H -2.553 -2.436 -0.839 0.6 0.3 0.1
H 1.885 0.144 1.828 -0.3 0.6 0.5
H -1.605 -1.150 -0.775 -0.3 -0.3 -0.2
H 2.247 -1.280 -0.185 0.3 -0.1 0.6
O 1.583 0.888 2.399 0.3 -0.2 -0.3
H -1.591 3.341 -0.550 1.1 0.1 -0.1
H 0.203 1.661 0.511 0.1 0.0 0.0
O 2.184 2.335 -1.854 0.1 0.2 0.2
O 0.061 -2.144 -2.918 -0.1 0.3 0.2
C -0.287 0.857 -1.344 0.1 -0.2 -0.1
```
Forces are in eV/Å.

Calculated values
F_max, eV/Å: 1.5
Energy relative to the best compared isomer or geometry (same formula, charge and spin), kJ/mol: 0.0
Charge: -1

---

[3]
# C2H22O19P

A cluster of 12 separate species, C2H22O19P in total (ωB97M-V/def2-TZVPD, the OMol25 dataset).

```
44
Properties=species:S:1:pos:R:3:forces:R:3
H -1.330 -0.494 -3.588 0.6 0.5 0.2
H 0.010 3.722 1.185 0.1 0.3 0.0
O -0.318 0.286 -0.151 -1.6 1.1 -0.9
O 2.126 0.714 -1.306 -5.8 5.6 1.3
H 0.416 0.769 -0.564 2.2 0.0 -0.8
O -0.576 -1.539 3.371 -1.3 -1.5 2.6
H 1.047 -3.333 -3.115 0.7 0.1 0.3
H 0.054 -1.840 4.032 0.7 0.0 -0.3
H -1.547 3.111 2.632 0.1 0.5 -0.1
H -0.267 -0.699 2.979 1.0 2.9 -1.5
H -3.362 -1.836 1.921 0.0 -0.2 0.0
H -1.184 4.002 -1.967 0.0 0.1 -0.1
H -0.347 -0.630 -0.466 -0.1 -1.6 -0.5
O -0.488 -2.974 1.124 -2.8 -0.5 3.1
O -0.890 -2.209 -0.886 -2.2 1.4 -2.6
H 1.251 -1.729 -3.201 2.6 2.1 0.4
H -0.731 -2.181 2.660 0.4 -1.2 -2.1
O 0.462 3.223 0.503 -2.4 1.3 -1.4
O 2.270 -0.305 1.829 -1.9 -1.0 1.4
O 2.253 2.022 1.776 -2.9 1.6 1.6
O -0.842 3.109 -1.932 -0.5 0.1 -0.6
O 0.030 0.610 2.329 -3.9 1.1 -0.1
O -1.928 -1.244 -3.500 -1.1 -0.4 -0.5
H 0.888 0.473 -3.220 1.2 -0.4 0.4
C -0.229 -2.954 -0.106 5.0 0.6 1.7
H -0.988 1.675 2.275 4.0 -3.3 -0.8
H -0.233 0.350 0.818 0.7 -0.2 1.8
O -0.026 0.726 -3.395 -0.9 0.2 -0.7
O 1.897 0.799 4.108 -2.0 0.7 -0.9
O -2.704 -1.245 1.554 -0.9 0.8 0.4
H -1.951 1.884 3.480 0.1 -0.4 0.4
H -1.939 -1.433 -2.559 0.2 -0.2 0.4
O 2.513 -0.573 -2.972 -1.7 -2.5 -5.2
P 1.561 0.837 2.571 8.9 -1.4 -0.8
H -2.187 -1.799 0.958 0.9 -0.5 -0.5
H -0.147 1.536 -2.891 -0.1 0.2 0.1
O 3.685 -0.547 -1.090 3.8 -2.6 -0.1
O 0.928 -3.358 -0.431 -0.6 -1.6 -1.9
H 0.223 -2.437 -2.221 -1.3 0.4 2.3
O -1.778 2.176 2.578 -3.3 2.3 0.7
O 0.626 -2.468 -3.105 -1.1 -1.7 -1.7
H -0.290 3.094 -1.140 0.5 -0.1 0.7
C 2.785 -0.158 -1.830 2.0 -0.8 2.9
H 1.255 2.867 0.950 2.3 -1.7 1.3
```
Forces are in eV/Å.

Calculated values
F_max, eV/Å: 9.1
Charge: -3
Total energy, Eh: -1860.132253

---

[4]
# C2H23FeO12

A structure of composition C2H23FeO12 (ωB97M-V/def2-TZVPD, the OMol25 dataset).

```
38
Properties=species:S:1:pos:R:3:forces:R:3
H 0.188 2.522 2.365 -0.1 -0.3 0.2
H -1.804 -4.683 -0.630 -0.2 -0.5 0.1
H -3.908 -2.190 -1.993 -0.3 -0.1 -0.2
O 0.196 0.866 3.534 -0.2 0.1 0.0
O -3.079 -1.763 -1.778 0.5 -0.4 0.2
H -0.088 -0.047 3.519 0.0 -0.1 0.0
O -2.657 -0.128 2.310 -0.4 -0.9 0.5
O 0.789 4.029 -0.891 0.0 0.0 -0.7
H 0.492 3.520 -0.136 0.1 0.0 0.6
O -2.519 1.956 0.983 0.4 0.9 -1.0
H -2.701 1.337 1.690 -0.2 -0.1 0.7
H 1.045 0.258 -1.321 -0.2 0.1 -0.7
O 0.085 3.048 1.572 0.6 0.2 -0.2
H 1.149 0.820 3.612 0.4 0.0 0.1
O 3.511 -0.540 -2.794 -0.2 0.4 -0.1
H 1.741 3.934 -0.885 0.2 0.1 -0.1
H 3.539 -0.722 -1.854 0.1 0.0 0.3
O -0.317 -1.391 0.991 -1.2 -1.7 3.3
H -0.711 0.044 -1.621 0.1 -0.5 0.2
O 3.398 1.908 1.107 0.1 -0.4 0.1
H -3.300 -0.836 -1.696 0.0 0.3 0.0
C 0.072 0.078 -0.864 1.5 1.0 0.8
O 1.024 -2.015 -0.521 3.3 -4.7 -0.8
H 2.673 1.779 0.496 -0.2 0.1 -0.2
Fe 0.105 -3.477 1.106 -0.5 2.7 -2.2
H -2.014 -0.325 1.630 0.5 -0.3 -0.3
H -1.547 -3.258 -1.073 -0.2 1.1 -0.5
H 4.072 -1.210 -3.185 0.2 -0.2 -0.2
O -1.269 -3.913 -0.434 0.6 -0.7 1.0
H 1.181 -2.381 -2.354 0.2 0.1 0.1
H -3.126 1.708 0.285 -0.2 0.3 -0.2
H -0.799 2.848 1.265 -0.8 -0.1 0.0
H -0.062 0.947 -0.221 -0.5 -0.1 0.1
C 0.332 -1.167 -0.058 -3.0 3.4 -1.2
H 3.278 2.798 1.438 0.0 0.3 0.1
H 1.841 -1.553 -3.436 0.3 0.4 0.0
O 1.425 -2.401 -3.279 -0.5 -0.6 -0.4
H -2.236 -0.401 3.125 -0.1 0.1 0.4
```
Forces are in eV/Å.

Calculated values
F_max, eV/Å: 5.8
Spin multiplicity: 5
Energy relative to the best compared isomer or geometry (same formula, charge and spin), kJ/mol: 399.0
Charge: +1
<S²>: 6.0058

---

[5]
# C2H23O10

A cluster of 10 separate species, C2H23O10 in total (ωB97M-V/def2-TZVPD, the OMol25 dataset).

```
35
Properties=species:S:1:pos:R:3:forces:R:3
H -0.012 -1.507 0.351 -0.5 -0.8 -0.7
H -3.966 4.142 1.773 -0.2 0.0 0.0
H 3.225 2.086 -0.324 -0.4 -0.4 0.3
H 3.262 -1.651 -1.833 -0.4 0.2 0.3
O 3.683 2.856 -0.659 0.3 0.3 0.0
C -0.009 -0.418 0.388 1.5 -0.1 1.8
H -2.297 -3.226 -1.335 0.2 0.3 0.1
H -0.806 -0.208 1.101 -0.6 0.3 0.7
O 0.507 2.206 4.542 -0.1 0.1 0.4
O 4.094 -1.915 -2.226 0.3 0.0 -0.2
H -0.811 1.222 -0.847 0.5 0.3 0.2
O 5.637 -0.443 1.076 0.4 -0.1 0.2
H 4.182 -2.842 -2.002 0.0 -0.2 0.1
O -2.949 -3.911 -1.479 -0.3 -0.1 -0.2
H 5.557 -0.769 0.180 -0.1 0.0 -0.3
C -0.557 0.164 -0.913 0.5 0.3 0.3
H -3.660 4.851 -1.799 0.1 0.2 0.1
H -5.259 -2.742 -3.182 0.3 -0.1 0.2
H 3.595 -4.076 2.621 0.1 -0.1 -0.2
H 4.738 -0.246 1.341 -0.4 0.1 0.0
O 1.248 -0.107 0.937 -0.8 0.7 -1.3
O 3.130 -3.615 3.319 0.0 -0.3 0.3
H 3.413 2.917 -1.575 -0.1 0.0 -0.2
H -2.583 -4.685 -1.052 0.1 -0.2 0.1
H -6.740 -2.426 -3.193 -0.2 0.0 0.1
H 0.602 3.117 4.266 0.0 0.2 -0.1
O -3.019 4.129 1.914 0.0 0.3 -0.1
H 0.954 1.701 3.862 0.1 -0.3 -0.4
H 2.934 -2.754 2.950 -0.2 0.4 -0.2
O -3.933 3.995 -2.128 -0.2 0.0 -0.3
H 0.175 0.023 -1.708 -0.3 -0.1 -0.4
H -1.540 -0.281 -1.067 0.1 -0.5 -0.6
H -2.762 3.225 1.731 0.3 -0.3 0.0
H -4.100 3.477 -1.341 0.0 -0.2 0.2
O -5.933 -2.289 -3.689 -0.1 0.1 -0.3
```
Forces are in eV/Å.

Calculated values
F_max, eV/Å: 2.4
Energy relative to the best compared isomer or geometry (same formula, charge and spin), kJ/mol: 329.6
Charge: -1

---

[6]
# C2H23O10

A cluster of 10 separate species, C2H23O10 in total (ωB97M-V/def2-TZVPD, the OMol25 dataset).

```
35
Properties=species:S:1:pos:R:3:forces:R:3
H -29.980 3.040 -14.383 0.1 0.3 -0.3
O -26.808 2.663 -19.289 0.1 -0.4 -0.2
C -23.039 5.114 -13.583 -0.9 -0.8 -0.1
O -33.036 3.673 -19.768 -0.1 -0.2 -0.2
H -25.965 10.629 -19.841 0.0 0.1 -0.2
C -21.785 4.304 -13.222 -3.0 0.2 -0.1
O -30.318 7.870 -21.244 0.1 0.2 -0.3
H -28.134 5.997 -17.135 -0.6 0.0 0.0
H -30.689 1.733 -14.101 -0.1 -0.2 -0.1
H -27.401 3.206 -18.770 -0.3 0.3 0.2
H -31.044 11.198 -16.656 -0.1 -0.3 0.2
H -33.825 4.197 -19.625 -0.2 0.1 0.0
H -23.129 5.392 -14.634 0.3 -0.2 -0.1
O -28.478 8.462 -13.360 0.0 0.3 0.3
O -29.110 5.978 -17.127 0.5 -0.1 0.0
O -33.318 7.498 -15.289 -0.3 0.2 0.0
H -20.036 4.865 -13.326 0.5 0.6 0.2
H -23.049 6.050 -13.024 0.2 -0.1 0.2
H -26.999 9.662 -19.304 -0.3 -0.2 0.1
H -32.336 4.174 -19.350 0.4 0.1 0.2
H -26.036 3.212 -19.425 0.1 0.2 0.0
O -20.863 5.281 -13.071 3.4 1.3 0.0
H -27.795 8.045 -12.836 0.1 -0.1 0.1
H -21.967 3.848 -12.249 0.0 -0.7 0.0
H -29.953 11.970 -17.367 0.2 0.0 0.0
H -31.234 7.714 -21.476 -0.2 0.0 0.0
O -26.085 9.926 -19.202 0.3 0.1 0.1
H -33.696 6.725 -14.870 0.0 -0.2 0.1
O -30.903 11.852 -17.341 -0.2 0.3 -0.1
H -32.543 7.170 -15.743 0.4 -0.1 -0.2
O -30.351 2.519 -13.671 -0.1 -0.1 0.3
H -21.477 3.589 -13.985 -0.3 -0.3 0.0
H -23.949 4.579 -13.314 -0.1 -0.1 -0.1
H -30.183 7.359 -20.446 0.2 -0.2 0.5
H -28.572 7.895 -14.126 -0.1 -0.3 -0.5
```
Forces are in eV/Å.

Calculated values
F_max, eV/Å: 3.6
Energy relative to the best compared isomer or geometry (same formula, charge and spin), kJ/mol: 381.3
Charge: -1